Molecular formula: C3H4CaLiO5
Method: DFT, ωB97M-V/def2-TZVPD

Each line ends with the Mulliken spin population.
Element x y z (Å)
O -0.4965 -0.8966 1.7316  -0.05
H 1.4714 -1.3983 1.4552  0.00
H 0.6249 1.5732 1.5767  0.01
O -1.3458 -0.3543 -3.2784  -0.03
C -1.0140 -0.2368 -2.0844  -0.08
H 0.4703 0.0122 -0.7704  0.00
C 0.7493 -0.5688 1.5545  -0.03
O 2.6021 0.8993 1.2246  0.00
Li -3.2115 -0.2378 -2.7129  0.27
H 2.9285 1.3875 1.9864  0.00
O -1.9157 -0.1371 -1.1693  -0.25
C 1.2360 0.6909 1.3489  0.02
O 0.2567 -0.2450 -1.7568  0.01
Ca -2.3556 -0.4884 0.8942  1.13

Output
* 2S+1: 2
* HOMO level (spin up / spin down): -4.81 / -7.79 eV

Molecular formula: C5H8O
Method: DFT, ωB97M-V/def2-TZVPD

Each line ends with the Mulliken charge.
Element x y z (Å)
H 0.9669 2.0871 -0.1063  0.24
H -0.8954 -2.1916 1.5448  0.28
O 0.1957 0.0163 1.6635  -0.53
C 0.1515 0.0793 -0.6084  0.25
H 0.0915 1.3977 -2.3663  0.21
H 2.1954 0.7451 -0.1439  0.20
H 1.3675 0.0808 -2.4572  0.21
C 0.7011 0.6717 -1.8364  -0.49
C -0.3775 -0.4638 0.4752  0.33
H -0.1591 0.9026 1.7995  0.31
H -2.1211 -0.9560 1.5439  0.27
H -1.9447 -2.0019 0.1049  0.32
C 1.2333 1.1062 -0.5036  -0.54
C -1.4051 -1.4734 0.8903  -1.06

Output
* 2S+1: 1
* SMILES: CC(O)=C1CC1
* HOMO level: -8.95 eV

Molecular formula: C29H75N5O10
Method: DFT, ωB97M-V/def2-TZVPD

Each line ends with the Mulliken charge.
Element x y z (Å)
H 32.9789 -3.3157 11.9235  0.26
H 21.6743 -8.8818 18.1748  0.64
H 30.5423 -4.8138 19.9086  0.16
H 26.8010 -8.3119 20.9843  0.26
C 31.4945 -6.5262 13.7646  -0.47
H 27.3591 0.0248 18.6504  0.37
H 26.4866 -2.7576 17.1320  -0.46
C 30.1663 -4.6339 17.2672  -0.19
N 17.5110 -7.6385 17.9964  -0.30
H 21.9853 -7.9277 20.2735  0.32
H 25.0560 -6.9989 15.0566  0.20
H 25.3103 -2.9056 14.9928  -0.01
H 27.9036 -5.3623 9.8290  0.28
C 24.6849 -6.3051 19.0559  -0.19
H 28.1525 -7.2397 21.3121  0.28
H 17.3994 -8.5895 19.8730  0.29
C 22.6109 -7.4594 19.5089  -0.88
C 19.2067 -6.2142 16.9812  -0.56
C 25.8835 -5.6561 19.6943  -0.55
H 28.7358 -6.7923 10.4232  0.28
H 29.8896 -7.4558 16.7742  0.34
H 30.9616 -5.3040 16.9209  0.44
N 23.8895 -7.0529 20.0362  -0.35
C 27.8556 -6.5135 12.9062  0.27
C 15.7706 -9.1920 18.6654  -0.72
C 20.9447 -5.0674 15.9402  -0.39
H 26.0708 -1.0327 17.1807  0.58
H 31.7093 -4.5145 11.6682  0.15
O 33.3289 -5.1354 12.8396  -0.42
H 13.3899 -9.6939 19.6106  0.30
H 28.2525 -4.5851 18.1020  -0.31
H 29.1731 -5.9456 18.7499  0.64
H 25.0547 -1.1576 14.7411  0.44
C 24.7233 -6.0503 15.4986  -0.37
H 13.2391 -8.4368 18.3619  0.30
H 28.3779 -8.1111 17.5589  0.26
C 26.8460 -1.7493 16.8896  -0.09
H 32.8612 -3.0073 23.3328  0.24
H 30.1968 -5.3094 12.6921  0.24
N 30.7800 -3.6443 18.1445  -0.17
H 32.1405 -4.7635 19.1264  0.22
H 24.1299 -9.7088 16.4495  0.24
C 29.2208 -7.1593 12.9980  -0.84
H 32.7008 -1.6392 22.2717  0.32
O 28.0771 -1.5615 17.5654  -0.07
C 23.8279 -10.1971 17.3869  -0.73
H 26.5190 -6.7735 21.8272  0.38
C 28.7955 -7.4634 16.7821  -0.95
H 30.1616 -2.8533 18.2892  0.30
H 29.1232 -0.2810 18.7397  0.18
O 20.5181 -5.7256 17.1139  -0.18
C 27.8364 -6.1748 10.5514  -0.78
H 31.3228 -6.9475 14.7637  0.20
H 25.0552 -6.9785 18.2710  0.22
H 29.2038 -7.8625 13.8305  0.34
H 25.6983 -5.2685 20.7036  0.55
C 32.4661 -5.3677 13.9326  -0.62
H 29.7970 -4.0751 16.4102  -0.61
C 13.6175 -8.6452 19.3713  -0.73
H 32.3347 -2.3583 19.9965  0.40
H 26.4507 -5.7442 16.4022  -0.25
C 32.8520 -2.7232 22.2753  -0.73
C 31.2858 -4.1588 19.4358  -0.41
C 17.2232 -8.8048 18.8101  -0.44
C 25.7692 -1.9780 14.6364  -1.32
C 32.7908 -4.3843 11.7823  -0.52
O 25.8376 -5.2416 15.8427  0.40
H 33.1723 -4.7197 10.8169  0.29
C 18.8704 -7.1150 18.1494  -0.09
H 28.8422 -2.7217 15.5577  0.41
C 27.0562 -1.7129 15.3849  0.52
O 26.9633 -6.5808 19.8073  -0.19
C 28.9655 -5.3765 17.8472  -0.49
H 24.5975 -10.9070 17.6793  0.26
H 22.8722 -10.7032 17.2146  0.29
H 27.0912 -7.3087 12.8344  0.37
H 16.8601 -6.8894 18.1897  0.26
H 22.0289 -5.1484 15.8767  -0.20
H 15.4055 -9.1549 17.6293  0.38
H 26.2508 -4.7850 19.1453  -0.15
H 27.3434 -0.6943 15.0861  0.25
H 25.9267 -2.0962 13.5641  0.39
O 23.7246 -9.2542 18.4281  -0.38
H 20.6739 -4.0072 15.9946  0.31
H 24.0932 -6.2359 16.3683  -0.26
C 27.0939 -7.2564 21.0315  -0.94
O 31.8157 -3.4310 21.6585  -0.35
C 22.6344 -8.3629 18.2750  -0.27
H 15.6523 -10.2549 18.9462  0.41
H 30.6036 -2.3608 20.3161  0.22
H 27.6588 -3.5652 14.8689  0.06
H 31.9681 -4.4583 14.2839  0.40
O 28.3353 -6.1336 16.8210  0.27
O 14.9865 -8.3733 19.4867  -0.30
C 28.2507 -0.2614 18.0885  -0.84
H 28.4665 0.4512 17.2846  0.30
H 19.6087 -7.9079 18.2629  -0.11
H 33.8330 -3.0110 21.8815  0.31
H 33.1225 -5.7090 14.7393  0.33
H 18.4566 -5.4148 16.9070  0.26
H 22.0201 -6.5789 19.2240  0.38
H 19.1139 -6.8433 16.0842  0.35
H 18.9196 -6.5114 19.0744  0.26
H 28.4936 -7.9264 15.8391  0.04
H 31.9600 -7.2947 13.1317  0.23
H 22.8106 -7.7876 17.3550  0.04
H 29.4550 -7.6935 12.0658  0.27
H 13.0755 -8.0255 20.0828  0.25
O 27.7005 -5.6219 11.8191  -0.30
H 24.0572 -5.5502 18.5718  0.45
N 30.1812 -6.1248 13.2751  0.25
H 24.1743 -5.5531 14.6994  0.42
N 28.0762 -2.6341 14.9012  -0.63
H 20.5264 -5.4909 15.0227  0.37
C 31.5069 -2.9837 20.3530  -0.39
H 27.6657 -5.9281 13.8044  -0.38
H 24.3887 -7.9166 20.2300  0.34
H 27.0050 -6.8322 10.2497  0.29
H 17.8073 -9.6567 18.4620  0.35

Output
* 2S+1: 1
* SMILES: COC[C@H](C)N.COCCNCCOC.COCCNCCOC.COCCNCCOC.COCCNCCOC.CO
* HOMO level: -8.22 eV

- 2S+1 of number 3 (C29H75N5O10)?
  1

- 2S+1 of number 1 (C3H4CaLiO5)?
  2